Entry 1:
12
Properties=species:S:1:pos:R:3 method="wB97M-V/def2-TZVPD" lumo_energy_ev="-0.18 / -2.21" total_charge=0 gap_ev="9.37 / 7.09" e_homo_ev="-9.55 / -9.31" e_above_lowest_kj_mol=999.2
C 0.3931 1.0959 -0.0376
C -0.7478 0.6030 0.6191
C 1.3503 1.3017 -0.7064
N 1.6951 -1.5812 -0.1506
N -1.8974 0.3577 -0.1362
O -1.9432 0.6918 -1.3096
O -2.8195 -0.2542 0.4226
O 0.5775 -1.4176 0.4354
H 1.4968 -1.9044 -1.0252
H -0.9747 0.4930 1.7220
H 2.2043 1.7647 -1.2058
H 0.6656 -1.1503 1.3722

Entry 2:
18
Properties=species:S:1:pos:R:3 method="wB97M-V/def2-TZVPD" lumo_energy_ev=-2.39 total_charge=0 gap_ev=4.42 e_homo_ev=-6.81 e_above_lowest_kj_mol=1035.6
N 2.2497 0.4736 2.2409
C 2.0912 0.4691 0.7828
C 0.1372 0.3213 -1.6800
N -1.0685 -0.3717 -0.8721
C -2.4058 -0.1134 -0.5653
C -0.3450 -0.9677 0.2468
H 1.9344 1.4514 2.5537
H 2.9269 0.9613 0.2621
H 2.0378 -0.5502 0.9836
H 1.1448 0.5786 0.2917
H -0.3993 1.2510 -2.0138
H 0.4191 -0.4783 -2.3776
H -2.4660 0.5502 0.3200
H -3.0483 -0.9330 -0.4053
H -2.9064 0.3705 -1.4220
H 0.1710 0.0056 0.6072
H -0.9635 -1.3969 1.0424
H 0.4909 -1.6214 0.0048

Entry 3:
18
Properties=species:S:1:pos:R:3 method="wB97M-V/def2-TZVPD" lumo_energy_ev=-0.19 total_charge=0 gap_ev=9.36 e_homo_ev=-9.55 e_above_lowest_kj_mol=997.1
C 0.0038 -0.4358 -1.5729
N 0.2384 -0.9721 -0.1975
C -0.9069 -0.5987 0.6299
C -1.3861 0.7562 0.5703
O -2.1905 1.1262 -0.5520
N 1.2653 -0.5730 0.4648
O 1.7230 0.8061 0.2187
N 2.2903 -1.3949 0.8254
O 3.3658 -0.6630 1.0195
H -0.5169 0.7110 -1.8321
H -0.8511 -1.1694 -1.8039
H 1.1232 -0.4696 -2.0110
H -1.8199 -1.2080 0.5658
H -0.7341 -0.7107 1.5595
H -0.4955 1.3037 0.6661
H -2.0352 0.8304 1.3761
H -1.6345 2.1222 -0.5976
H 2.5608 0.5392 0.6708

Entry 4:
11
Properties=species:S:1:pos:R:3 method="wB97M-V/def2-TZVPD" lumo_energy_ev=0.11 total_charge=0 gap_ev=10.17 e_homo_ev=-10.06 e_above_lowest_kj_mol=220.3
C 0.6489 -1.7445 -0.0776
C 0.3309 -0.5208 -0.4609
O -0.8349 -0.0139 -1.0077
C 0.7904 0.8636 -0.1182
O 1.8316 1.4482 -0.0497
C -0.7255 1.1957 -0.1823
O -1.4230 1.0245 0.9915
H 1.5534 -1.8534 0.5002
H 0.0744 -2.6440 -0.2549
H -1.1618 0.1571 1.3548
H -1.0845 2.0878 -0.6951

Entry 5:
63
Properties=species:S:1:pos:R:3 method="wB97M-V/def2-TZVPD" lumo_energy_ev=-2.28 total_charge=+1 gap_ev=10.19 e_homo_ev=-12.47 e_above_lowest_kj_mol=805.1
C -1.7330 -3.9208 0.1111
C -3.2595 -3.7405 -0.1835
C -3.6102 -2.3076 -0.4425
C -3.4052 -1.3078 0.4134
N -3.8121 0.0716 -0.0144
H -1.1162 -3.1406 -0.1958
H -1.3113 -4.7421 -0.6257
H -1.5961 -4.2711 1.1210
H -3.7339 -4.1370 0.7206
H -3.5505 -4.3839 -1.0512
H -4.1609 -2.0788 -1.4201
H -2.7840 -1.4224 1.3501
H -2.9633 0.4241 -0.4951
H -4.5229 0.1244 -0.7298
H -3.8990 0.6461 0.8085
H 2.4813 -0.2347 -0.7587
H 3.0045 -0.1901 -2.1013
O 2.0958 -0.2985 -1.5814
H 0.7653 2.8817 2.3328
H 0.5470 3.7939 3.6113
O 0.0507 3.3317 2.8601
H 2.8725 1.3737 4.6640
H 3.3845 0.4199 3.4842
O 2.9218 1.1791 3.7541
H -0.0084 -1.3820 -4.0668
H 0.6457 -1.3414 -2.4922
O 0.3285 -1.1355 -3.3217
H -5.3548 -0.6259 -3.1416
H -4.1714 -0.0132 -2.4943
O -5.0031 -0.3732 -2.3403
H 0.9073 2.4334 -1.5037
H 1.3574 1.0565 -1.9690
O 0.4528 1.5569 -1.7852
H 3.9147 0.0337 0.4226
H 5.0880 -0.2759 -0.5681
O 4.1979 -0.7184 -0.2636
H -1.3661 -0.8328 -2.0708
H -0.6561 0.4880 -2.0824
O -1.5330 0.1159 -1.8975
H 4.2014 -1.7519 2.3729
H 2.7865 -1.6929 1.7801
O 3.2619 -1.5150 2.6770
H 5.6552 -1.7155 1.0845
H 5.3417 -3.3597 1.2116
O 5.5093 -2.4905 1.6897
H 3.7186 1.4469 1.8397
H 5.3383 0.9373 2.0427
O 4.5587 1.1404 1.5568
H 3.7855 1.3947 -3.8649
H 2.9232 2.5025 -3.3297
O 3.1678 1.5817 -3.0980
H 2.1555 2.2392 2.5553
H 2.7047 3.2361 1.4310
O 2.1055 2.4882 1.6198
H -2.0016 0.4114 -4.0147
H -3.0937 1.3868 -4.5598
O -2.9571 0.5664 -4.2134
H -4.0751 2.5208 2.2229
H -3.7420 2.6407 0.5731
O -4.3816 2.3124 1.3279
H -2.5168 3.2473 3.0802
H -2.8466 2.8157 4.4241
O -3.0640 2.6008 3.5339

Entry 6:
58
Properties=species:S:1:pos:R:3 method="wB97M-V/def2-TZVPD" lumo_energy_ev=3.44 total_charge=-2 gap_ev=4.58 e_homo_ev=-1.15 e_above_lowest_kj_mol=294.1
W -1.0562 0.6985 0.1107
C -2.2525 -0.8415 4.2832
C -1.7015 -2.1141 4.3394
C -0.9299 -2.5572 3.2885
C -0.7300 -1.7185 2.1941
N -1.2574 -0.4895 2.1513
C -2.0085 -0.0603 3.1739
C 0.0653 -2.0838 1.0149
C 0.6088 -3.3276 0.8613
C 1.3764 -3.5722 -0.3267
C 1.5922 -2.5976 -1.2180
C 1.0635 -1.2102 -1.0252
N 0.1919 -1.0689 0.1475
H -2.8640 -0.4490 5.0832
H -1.8723 -2.7534 5.1972
H -0.4785 -3.5367 3.3027
H -2.3991 0.9392 3.0805
H 0.4654 -4.1013 1.5974
H 1.8072 -4.5540 -0.4898
H 2.2385 -2.7668 -2.0673
H 1.9315 -0.5324 -0.9332
S -5.9660 0.7969 -2.7066
Sb -3.8315 0.0744 -3.0620
S -3.3989 0.7924 0.4227
S -2.8109 -1.0017 -0.3363
S -3.8594 -1.9472 -4.1655
C -0.3674 0.0996 -4.5012
C 0.6019 -0.7092 -3.6399
C 2.0173 -0.1265 -3.7945
C 0.5619 -2.1773 -4.1115
C 0.2448 -0.5530 -2.1685
N -0.6118 0.2591 -1.7401
H 0.0354 0.1650 -5.5167
H -0.5096 1.1051 -4.1037
H -1.3372 -0.3962 -4.5506
H 2.3147 -0.1724 -4.8452
H 2.7559 -0.6807 -3.2095
H 2.0390 0.9182 -3.4758
H 0.2583 -2.2040 -5.1592
H -0.1739 -2.7577 -3.5543
H 1.5309 -2.6715 -4.0306
C 1.1140 1.4032 0.4523
H 1.6706 0.5210 0.7670
H 1.5132 1.7802 -0.4873
I -1.2580 3.1040 -1.2554
C 1.7535 3.6941 1.0071
C 2.0242 4.5828 2.0844
C 2.0100 4.2259 3.4088
C 1.7008 2.9038 3.7506
C 1.4169 2.0407 2.7354
N 1.4500 2.4388 1.4390
H 2.2558 5.6105 1.8237
H 2.2238 4.9512 4.1877
H 1.6572 2.5642 4.7758
H 1.1380 1.0091 2.9086
O -1.4330 3.6209 3.1474
N -1.2991 3.3619 1.9754
O -1.2224 2.0719 1.7631

| no. | energy (eV) |
| --- | --- |
| 1 | -12288.639 |
| 2 | -7312.296 |
| 3 | -13860.721 |
| 4 | -10352.929 |
| 5 | -39069.984 |
| 6 | -93499.648 |